(1)
The following is a quantum chemistry calculation of 14 unconnected molecules or ions with the total composition C6H40NO14, from the OMol25 dataset.

Structure (ORCA input):
```
! RIJCOSX wB97M-V def2-TZVPD def2/J DEFGRID3
* xyz 1 1
C -2.79 2.41 0.44
O -3.33 2.91 -0.78
C -2.42 0.93 0.20
C -2.65 0.34 -1.22
C -2.07 -1.01 -1.57
C -2.71 -2.12 -1.92
C -0.57 -0.92 -1.57
N -3.10 0.18 1.34
H -1.96 3.03 0.84
H -3.68 2.49 1.07
H -2.85 3.69 -1.08
H -1.35 0.79 0.24
H -2.13 1.03 -1.93
H -3.72 0.55 -1.44
H -3.80 -2.04 -1.87
H -2.25 -2.96 -2.44
H -0.10 -0.15 -2.20
H -0.08 -1.87 -1.74
H -0.20 -0.67 -0.57
H -2.68 -0.73 1.56
H -3.08 0.80 2.15
H -3.99 -0.17 0.96
H 2.35 -1.08 0.13
H 2.27 -2.45 -0.57
O 2.03 -2.01 0.26
H 3.38 0.40 -1.83
H 3.53 -1.11 -1.52
O 3.81 -0.24 -1.23
H 0.22 0.35 2.81
H 0.36 0.03 1.33
O -0.32 0.11 2.03
H -1.86 -2.36 2.40
H -2.43 -3.35 1.53
O -2.75 -2.63 2.09
H 2.13 1.53 3.94
H 1.88 -0.02 4.17
O 1.52 0.80 3.79
H 1.87 -3.13 -3.11
H 2.88 -3.63 -1.98
O 2.50 -2.87 -2.42
H 0.34 3.58 -2.76
H -1.05 4.12 -2.71
O -0.53 3.35 -2.41
H 1.83 1.41 -0.42
H 2.34 1.08 1.07
O 1.83 0.78 0.31
H 3.23 2.52 -3.26
H 1.89 1.77 -3.39
O 2.46 2.22 -2.76
H 2.81 -1.72 2.06
H 3.67 -2.06 3.28
O 3.14 -1.35 2.89
H 4.65 -0.26 -3.22
H 3.36 -0.68 -3.84
O 3.94 0.09 -3.78
H 0.86 -2.84 1.52
H -0.11 -1.60 1.46
O -0.04 -2.54 1.69
H -1.38 1.32 3.84
H -2.58 1.94 4.46
O -2.18 1.80 3.59
*
```

---

(2)
The following is a quantum chemistry calculation of 14 unconnected molecules or ions with the total composition C6H40O17, from the OMol25 dataset.

Structure (ORCA input):
```
! RIJCOSX wB97M-V def2-TZVPD def2/J DEFGRID3
* xyz 0 1
O 8.26 13.60 9.57
H 8.36 13.88 10.49
H 8.07 14.39 9.07
O 8.31 13.53 12.91
H 8.94 13.57 13.65
H 7.80 12.69 13.06
O 5.93 11.33 13.03
H 5.24 11.60 12.42
H 6.24 10.52 12.57
O 5.62 9.90 5.60
H 6.57 9.78 5.47
H 5.29 9.17 6.11
O 8.61 8.46 5.46
H 9.13 7.83 4.95
H 8.92 8.60 6.36
O 9.35 8.64 12.48
H 10.06 9.31 12.44
H 8.60 9.06 12.02
O 4.99 8.53 14.48
H 5.91 8.32 14.74
H 5.01 9.43 14.15
O 9.83 6.91 10.30
H 9.69 7.44 11.10
H 10.40 7.47 9.74
O 4.33 11.45 10.25
H 4.55 11.75 9.35
H 3.67 12.09 10.56
O 5.10 12.03 7.48
H 5.22 11.22 6.95
H 4.73 12.65 6.86
O 4.87 7.68 11.62
H 3.95 7.82 11.34
H 4.84 7.78 12.60
C 5.41 7.03 7.28
C 5.91 6.09 8.31
O 6.54 6.92 9.33
O 4.60 8.05 7.82
H 4.81 6.48 6.53
H 6.30 7.39 6.74
H 6.67 5.49 7.79
H 5.17 5.44 8.78
H 6.90 6.37 10.05
H 4.92 8.02 8.72
C 8.24 7.45 15.91
C 7.41 7.85 17.11
O 7.87 7.29 18.35
O 7.58 7.90 14.73
H 8.35 6.33 15.94
H 9.24 7.88 16.07
H 6.33 7.66 16.91
H 7.40 8.95 17.17
H 7.84 6.33 18.33
H 8.21 8.13 14.02
C 7.65 10.38 10.08
C 7.46 9.91 8.65
O 8.43 8.89 8.42
O 7.28 9.32 10.99
H 7.11 11.36 10.25
H 8.71 10.54 10.21
H 7.59 10.83 8.05
H 6.41 9.53 8.49
H 8.01 8.04 8.71
H 6.47 8.87 10.69
*
```

---

(3)
The following is a quantum chemistry calculation of a molecular structure, C6H4Br2F2, from the OMol25 dataset.

Structure (ORCA input):
```
! RIJCOSX wB97M-V def2-TZVPD def2/J DEFGRID3
* xyz 0 1
C -0.11 0.03 0.47
C -0.52 1.78 -0.16
C -1.01 1.89 1.05
C -0.73 0.49 1.51
C 0.44 -1.35 -1.51
C 0.62 -1.11 -0.06
F -0.60 2.51 -1.23
F -1.45 2.97 1.60
Br -0.96 -0.07 3.23
Br 2.72 -0.71 0.20
H 1.19 -1.98 -2.07
H -0.47 -1.85 -1.39
H 0.34 -0.47 -2.09
H 0.53 -2.11 0.45
*
```

---

Values of maximum force, in order: 2.52, 1.77, 3.06, all in eV Å⁻¹.
Values of HOMO level, in order: -12.12, -10.07, -8.57, all in eV.
Values of E_LUMO, in order: -2.37, 0.28, -0.53, all in eV.